[1]
Density functional theory data (the ωB97M-V functional and the def2-TZVPD basis) for 8 unconnected molecules or ions with the total composition H16O8 at a distorted geometry.

Geometry (Å):
H -0.306835 -0.021061 -1.535589
H 0.618104 -0.591944 -0.473223
H -3.467897 1.442609 -1.190654
H -3.799180 1.864406 -2.612758
H 2.657003 -0.661644 -2.550806
H 1.698757 0.481992 -2.261144
H 0.808668 3.490042 1.089493
H 0.579674 4.197664 2.414964
H 0.475606 -4.664702 0.698560
H -1.004179 -4.319805 0.734969
H 5.023769 0.088584 0.622078
H 4.346892 0.807866 -0.533132
H -3.648745 -0.268008 0.949394
H -2.396334 0.005249 0.132793
H -0.381805 -1.053332 3.176686
H -0.565225 -1.255888 1.681570
O -0.123251 0.012824 -0.590000
O -3.646804 1.084431 -2.067404
O 1.944109 -0.399275 -1.957565
O 0.700167 4.367250 1.473841
O -0.143128 -3.950466 0.508760
O 5.011428 0.136848 -0.340475
O -3.343083 0.184560 0.155201
O -1.037700 -0.978197 2.474442

Cartesian forces (eV/Å) of the 2 atoms listed first:
-0.12 -0.17 0.17
-0.04 0.06 -0.23

Output
Calculated total energy, eV: -16639.27923
SMILES: O.O.O.O.O.O.O.O
Total charge: 0


[2]
Density functional theory data (the ωB97M-V functional and the def2-TZVPD basis) for a single C4H5N3O molecule at a distorted geometry.

Geometry (Å):
C 2.194029 0.450793 -0.783374
C -0.553646 0.396342 1.530679
C -1.756077 -0.111610 1.333012
C -0.624612 -0.439840 -0.624533
H 3.204020 0.937349 -0.731307
H 2.062722 -0.215426 -1.685092
H -0.138181 0.904607 2.410527
H -2.628660 -0.292213 1.948500
H -1.140865 -1.252100 -2.212462
N 1.441538 0.723647 0.260150
N 0.145218 0.275015 0.309406
N -0.331973 -0.737269 -1.800544
O -1.873512 -0.639295 0.045039

Cartesian forces (eV/Å) of the 2 atoms listed first:
0.30 0.38 1.04
0.19 0.62 0.02

Output
Calculated total energy, eV: -10744.40813
SMILES: [H]/N=c1\occn1N=C
Total charge: 0


[3]
Density functional theory data (the ωB97M-V functional and the def2-TZVPD basis) for a molecular structure, C19H11CuF16N4O4S2.

Geometry (Å):
Cu 0.091871 0.518687 0.035829
C -1.266260 -1.540262 2.214142
N 0.033278 -1.089287 1.745420
C 0.751656 -2.168576 1.084441
C 1.851601 -1.717613 0.133315
N 1.315686 -0.812144 -0.859557
C 2.026511 -0.567390 -1.958618
C 3.346649 -0.979844 -2.284588
F 4.105396 -1.677792 -1.392368
C 3.978886 -0.660440 -3.472854
F 5.238153 -1.098754 -3.686358
C 3.364236 0.109814 -4.433521
F 3.984036 0.408095 -5.601703
C 2.077048 0.559183 -4.164060
F 1.446559 1.313848 -5.083608
C 1.445055 0.232080 -2.991531
F 0.203055 0.706346 -2.801871
C 0.767831 -0.391344 2.795204
C 1.538952 0.863678 2.356921
N 0.677026 1.718351 1.562912
C 0.851912 3.035497 1.547605
C -0.097164 3.844795 0.846593
F -1.112367 3.228899 0.219190
C -0.040078 5.212966 0.771234
F -0.991461 5.891807 0.102075
C 0.980058 5.925084 1.390027
F 1.019079 7.279703 1.345494
C 1.939067 5.199379 2.060377
F 2.964648 5.850728 2.650778
C 1.889294 3.819060 2.127866
F 2.955704 3.227096 2.735863
H -1.182736 -2.288481 3.024097
H -1.823726 -1.980327 1.390457
H -1.835063 -0.687500 2.584188
H 0.016968 -2.723612 0.498233
H 1.185004 -2.865192 1.827726
H 2.251844 -2.634477 -0.317927
H 2.678558 -1.278632 0.710522
H 1.455417 -1.082179 3.314789
H 0.033157 -0.054410 3.529876
H 2.442358 0.577743 1.801379
H 1.877985 1.335144 3.284864
F -4.497429 -0.592579 1.388132
C -4.768658 -0.220241 0.131131
F -5.064705 1.085980 0.145226
F -5.856526 -0.881976 -0.267118
S -3.327442 -0.522513 -0.985866
O -2.311594 0.286725 -0.376359
O -3.828242 -0.194758 -2.287760
N -2.995708 -2.035083 -0.766480
S -3.611164 -3.254235 -1.551154
O -3.185125 -3.386363 -2.913389
O -4.986835 -3.533544 -1.239142
C -2.672934 -4.560326 -0.647447
F -3.046847 -5.762267 -1.118202
F -2.925956 -4.543021 0.665628
F -1.356519 -4.445528 -0.820052

Cartesian forces (eV/Å) of the 2 atoms listed first:
-0.03 -0.02 0.08
-0.02 0.01 0.01

Output
Calculated total energy, eV: -143821.56996
Total charge: -2


[4]
Density functional theory data (the ωB97M-V functional and the def2-TZVPD basis) for a molecular structure, C3H8FeLi3O15P3S at a distorted geometry.

Geometry (Å):
Li -4.682160 -30.731520 4.728710
Li -6.146920 -26.380240 6.609640
Li -6.093180 -28.617710 4.761870
Fe -7.551930 -29.887880 7.026300
P -5.875610 -31.584930 6.792300
O -4.672690 -32.240320 6.067260
O -7.399860 -31.739110 6.807690
O -6.277230 -30.525490 5.781450
O -5.831390 -30.515480 7.810410
P -3.692340 -28.386480 5.396190
O -2.470860 -27.650580 4.875940
O -4.808840 -27.452900 5.909930
O -3.651090 -29.650400 6.182990
O -4.307320 -28.935220 4.101340
P -7.986030 -27.582460 6.874920
O -8.787420 -28.482740 7.724320
O -7.986020 -26.094900 6.813240
O -7.759320 -28.570200 5.735540
O -6.727890 -28.178800 7.473480
O -9.622190 -29.075500 2.882790
S -8.479970 -28.212430 2.519780
O -7.144830 -28.728030 3.040480
O -8.421090 -28.077820 0.887720
C -7.464970 -27.288340 0.267730
C -6.000910 -27.097060 0.880260
C -8.754550 -26.376140 3.039590
H -7.900750 -26.293090 0.180050
H -7.437830 -27.706730 -0.738400
H -5.610380 -28.113730 0.924680
H -6.048790 -26.669730 1.881850
H -5.288970 -26.614160 0.210900
H -8.939300 -26.199800 4.099240
H -9.526520 -26.001770 2.367270
H -7.845010 -25.854070 2.742480

Cartesian forces (eV/Å) of the 2 atoms listed first:
-0.18 -0.35 0.76
1.62 -0.69 0.29

Output
Calculated total energy, eV: -107664.79571
Spin multiplicity: 7
Total charge: -2


[5]
Density functional theory data (the ωB97M-V functional and the def2-TZVPD basis) for a single C8H11Cl2NO3 molecule at a distorted geometry.

Geometry (Å):
C 0.341581 -1.306678 0.311065
C 2.215800 0.214149 0.584347
C 1.803918 -1.290687 0.579696
C 1.353029 0.936565 -0.398031
C -0.007176 0.338588 -0.137485
C -1.768161 -2.126025 -0.344038
C -0.407425 1.019962 2.151863
C -1.156123 1.426383 -2.016934
N -0.473113 -2.210423 0.159342
O 2.992511 0.670174 1.376990
O -0.821498 0.997382 0.801547
O -0.815874 0.205596 -1.297361
Cl 2.776058 -1.876536 -0.763352
Cl 1.572267 2.661584 -0.514064
H 2.077681 -1.896906 1.484759
H 1.745994 0.559866 -1.441653
H -1.646333 -2.332308 -1.401592
H -2.209156 -1.218840 -0.069007
H -2.404290 -2.985306 0.084551
H -0.096406 0.091500 2.623242
H -1.334909 1.388261 2.742320
H 0.484002 1.624127 2.424676
H -1.892476 1.013574 -2.868540
H -0.390394 1.949047 -2.575723
H -1.939505 2.146943 -1.496622

Cartesian forces (eV/Å) of the 2 atoms listed first:
-0.60 4.19 -1.77
0.26 -0.62 2.18

Output
Calculated total energy, eV: -41148.42724
SMILES: C/N=C1/[C@@H](Cl)C(=O)[C@H](Cl)C1(OC)OC
Total charge: 0


[6]
Density functional theory data (the ωB97M-V functional and the def2-TZVPD basis) for a molecular structure, C22H33N11 at a distorted geometry.

Geometry (Å):
C -1.421699 0.149410 -3.180981
C -1.597639 1.187340 -4.214961
N -1.753319 2.070120 -4.939171
H -1.308789 0.661850 -2.225601
H -0.558499 -0.468570 -3.428191
H -2.335289 -0.438560 -3.093001
C 0.996581 -3.061100 -1.514401
C -0.332879 -2.363760 -1.494591
N -1.350979 -1.795720 -1.464131
H 1.273371 -3.004050 -0.461671
H 1.800271 -2.576170 -2.068491
H 0.752531 -4.085720 -1.794931
C -1.103849 3.679370 0.508969
C -0.791529 2.916520 -0.690501
N -0.546429 2.312370 -1.671071
H -2.086299 3.505350 0.947839
H -0.996019 4.761090 0.429259
H -0.438329 3.313720 1.290949
C -2.489319 0.378520 2.832349
C -1.700279 1.024360 1.731139
N -1.085409 1.540390 0.903339
H -1.857169 0.126320 3.683749
H -3.075939 -0.474450 2.491159
H -3.088909 1.245520 3.109669
C 2.072461 2.034160 -1.586491
C 1.692481 2.873000 -0.444351
N 1.438311 3.586920 0.406579
H 1.870661 2.627830 -2.478081
H 1.457431 1.134290 -1.577761
H 3.133301 1.881380 -1.388101
C -2.853879 -1.719930 0.778309
C -1.414959 -1.443540 1.141989
N -0.296449 -1.201760 1.458639
H -3.419549 -0.850590 1.113519
H -3.279689 -2.579520 1.295899
H -2.908529 -1.950540 -0.285621
C 2.915631 -1.554650 1.633449
C 3.609111 -0.535710 2.438729
N 4.163641 0.268300 3.012929
H 1.955381 -1.862910 2.046949
H 3.515921 -2.464220 1.653949
H 2.949711 -1.313110 0.571089
C 3.105421 -2.415150 -0.858691
C 4.453781 -2.226100 -0.315171
N 5.527041 -2.128280 0.069189
H 2.492901 -2.947900 -0.131301
H 3.245071 -3.033590 -1.745331
H 2.567691 -1.499180 -1.103511
C 0.786081 0.313690 2.122659
C 0.216911 -0.427630 3.261579
N -0.152849 -1.042750 4.158439
H 0.339841 0.065230 1.159729
H 1.871071 0.216160 2.085369
H 0.549611 1.374650 2.203579
C -0.228799 0.093280 -0.653781
C 1.133951 -0.339030 -0.187501
N 2.172331 -0.711520 0.135919
H -0.826049 0.274250 0.239879
H -0.693739 -0.566130 -1.386661
H -0.143649 1.051740 -1.165841
C -2.645849 1.164910 -0.844841
C -3.770329 0.817570 0.070069
N -4.636759 0.541120 0.747249
H -2.122729 2.066800 -0.526951
H -2.900309 1.394470 -1.879561
H -1.845809 0.429860 -0.932851

Cartesian forces (eV/Å) of the 2 atoms listed first:
-0.52 0.72 -1.74
-0.09 0.27 0.12

Output
Calculated total energy, eV: -39708.17052
Total charge: 0